Entry 1:
{
  "formula": "C31H31AsN2Se2SnTe",
  "method": "ωB97M-V/def2-TZVPD",
  "orbital_gap_ev": 6.82,
  "relative_energy_ev": 0.000,
  "homo_ev": -12.920,
  "charge": 2,
  "symbols": ["Sn", "Se", "Se", "C", "C", "C", "C", "C", "N", "C", "C", "C", "C", "C", "N", "H", "H", "H", "H", "H", "H", "H", "H", "Te", "C", "C", "C", "C", "C", "C", "C", "C", "C", "C", "C", "C", "H", "H", "H", "H", "H", "H", "H", "H", "H", "H", "C", "As", "C", "C", "C", "C", "C", "C", "C", "C", "H", "H", "H", "H", "H", "H", "H", "H", "H", "H", "H", "H", "H"],
  "positions_angstrom": [[1.31110, -2.04521, -0.52258], [3.12959, -3.38254, 1.99633], [4.87178, -1.87821, 1.80671], [4.78140, -1.36622, -0.01951], [6.00965, -1.04258, -0.55932], [6.12402, -0.68491, -1.88798], [4.98865, -0.77734, -2.66180], [3.80086, -1.13376, -2.10083], [3.64049, -1.41034, -0.77224], [1.68373, -2.20801, 2.58965], [1.36893, -2.25732, 3.94624], [0.23166, -1.57068, 4.34675], [-0.50754, -0.82839, 3.41611], [-0.10275, -0.82438, 2.10851], [0.99179, -1.51539, 1.68347], [6.93920, -1.01532, 0.04090], [7.09871, -0.41031, -2.31630], [5.02794, -0.52808, -3.73158], [2.89675, -1.19598, -2.67043], [1.97028, -2.88257, 4.59771], [-0.06549, -1.57679, 5.39375], [-1.39230, -0.34610, 3.79283], [-0.67701, -0.34493, 1.34167], [-2.11529, -2.85234, -0.06184], [-3.19346, -2.05659, -1.78114], [-3.38292, -2.96169, -2.78746], [-4.14065, -2.68784, -3.92132], [-4.68918, -1.43242, -4.11103], [-4.49960, -0.48375, -3.09872], [-3.77579, -0.77830, -1.94477], [-3.11842, -1.91179, 1.57072], [-3.50512, -0.58910, 1.69960], [-4.33573, -0.19795, 2.76604], [-4.83672, -1.10956, 3.66151], [-4.45367, -2.43199, 3.52050], [-3.62470, -2.83076, 2.51851], [-2.97945, -3.96291, -2.62431], [-4.28542, -3.47913, -4.62319], [-5.27889, -1.23206, -5.02258], [-4.98482, 0.50722, -3.23297], [-3.79219, -0.00217, -1.17087], [-3.26541, 0.18771, 0.96342], [-4.65131, 0.84430, 2.83731], [-5.53000, -0.76209, 4.42633], [-4.90628, -3.19724, 4.17361], [-3.40475, -3.89251, 2.44150], [-0.96068, 1.13033, -1.23159], [0.90033, 0.67332, -1.17738], [1.58326, 1.52313, -2.78818], [1.81748, 1.62126, 0.28467], [1.83208, 3.12432, 0.17150], [0.70682, 3.86363, 0.51110], [0.69781, 5.23810, 0.39093], [1.79987, 5.90922, -0.06865], [2.89991, 5.20666, -0.45488], [2.96228, 3.81739, -0.29100], [-1.06065, 2.14729, -1.55616], [-1.45500, 1.06521, -0.27441], [-1.49915, 0.47156, -1.90712], [1.15384, 2.50410, -2.88342], [1.33964, 0.89248, -3.65516], [2.67436, 1.63670, -2.69121], [2.84072, 1.25687, 0.32382], [1.23611, 1.33624, 1.17385], [-0.16483, 3.34957, 0.90124], [-0.21304, 5.80226, 0.68240], [1.82835, 6.98215, -0.13486], [3.79109, 5.74298, -0.81820], [3.91782, 3.24360, -0.52416]],
  "forces_ev_per_a": [[-0.08, -0.37, -0.20], [-0.35, 0.34, -0.24], [-0.29, 0.11, 0.47], [-1.18, -0.59, -0.78], [1.39, 0.65, 0.17], [0.45, -0.21, 0.09], [0.19, 0.62, -1.69], [-0.38, -0.27, 1.67], [1.61, 0.47, -0.11], [0.68, -0.61, 0.32], [-0.41, 0.06, -0.65], [0.25, 0.27, 0.21], [0.47, -0.65, 0.98], [0.51, -0.40, -0.23], [-0.49, 0.31, 0.44], [-0.85, -0.21, -0.11], [-0.58, -0.11, 0.23], [-0.08, -0.23, 0.54], [-0.33, -0.03, -0.51], [-0.15, 0.25, 0.06], [-0.03, -0.07, -0.23], [-0.23, 0.31, -0.44], [-0.13, 0.29, -0.21], [-0.39, 1.10, -0.49], [-0.29, 1.24, 0.64], [0.20, -1.35, 0.00], [0.29, 0.30, 0.19], [-0.04, -0.11, -0.03], [-0.50, 0.53, -0.49], [-0.19, 0.09, 0.40], [-0.69, -0.79, 0.16], [-0.16, 0.67, -0.08], [0.15, 0.66, -0.68], [0.00, 0.33, 0.18], [-1.18, -0.65, 1.34], [0.89, -0.28, -0.95], [-0.19, 0.10, -0.38], [-0.10, -0.28, -0.45], [0.37, 0.06, 0.73], [0.52, -0.75, 0.35], [0.31, -0.47, -0.19], [0.17, -0.43, 0.25], [0.16, -0.25, -0.08], [0.18, -0.32, -0.10], [0.42, 0.46, -0.29], [0.05, 0.15, -0.14], [-0.26, 0.01, 0.14], [0.54, -0.04, 0.19], [0.64, -0.88, -0.06], [-0.65, 0.68, 0.21], [0.51, 0.18, -0.40], [-0.20, -0.24, 0.02], [-1.64, 0.43, 0.66], [-0.15, 0.65, -0.23], [2.00, -0.80, -0.12], [0.61, -0.76, -0.42], [-0.02, 0.59, -0.31], [0.06, -0.16, 0.46], [0.16, -0.08, -0.18], [-0.31, 0.37, 0.00], [0.09, 0.34, 0.21], [-0.39, -0.13, -0.08], [-0.03, -0.38, 0.11], [0.50, -0.08, -0.06], [-0.08, 0.03, -0.01], [0.76, -0.46, -0.19], [-0.21, 0.23, -0.03], [-0.52, -0.34, 0.18], [-1.34, 0.87, 0.23]]
}

=====

Entry 2:
{
  "formula": "C31H31BCl4CoN8O4S2",
  "method": "ωB97M-V/def2-TZVPD",
  "multiplicity": 4,
  "orbital_gap_ev": [4.33, 4.36],
  "homo_ev": [-0.535, -0.562],
  "charge": -2,
  "symbols": ["Co", "C", "C", "C", "C", "C", "N", "N", "B", "N", "N", "C", "C", "C", "C", "C", "N", "N", "C", "C", "C", "C", "C", "H", "H", "H", "H", "H", "H", "H", "H", "H", "H", "H", "H", "H", "H", "H", "H", "H", "H", "H", "H", "H", "H", "O", "C", "C", "C", "C", "C", "C", "C", "O", "N", "N", "C", "S", "C", "C", "S", "H", "H", "H", "H", "H", "H", "H", "H", "H", "Cl", "C", "C", "Cl", "C", "Cl", "C", "O", "C", "O", "C", "Cl"],
  "positions_angstrom": [[-0.06733, -0.35790, -0.17693], [0.44612, -1.82793, 3.46909], [-0.13938, -0.44327, 3.24953], [-0.37282, 0.52678, 4.23329], [-0.93433, 1.60075, 3.56561], [-1.43907, 2.94486, 4.02077], [-1.03975, 1.23445, 2.27868], [-0.50846, 0.00897, 2.06334], [-1.73632, 1.96633, 1.10873], [-0.58081, 2.57020, 0.27071], [0.39840, 1.74279, -0.20704], [1.08548, 2.40682, -1.11382], [2.25325, 1.89078, -1.88333], [0.54297, 3.68939, -1.24074], [-0.51353, 3.75536, -0.35458], [-1.52564, 4.84717, -0.19842], [-2.63472, 1.01311, 0.36722], [-2.18348, -0.18317, -0.12936], [-3.14756, -0.67366, -0.88424], [-2.98460, -1.99996, -1.57600], [-4.25302, 0.18067, -0.87578], [-3.87094, 1.24454, -0.10208], [-4.66105, 2.44312, 0.17549], [0.01150, -2.21727, 4.39519], [0.32584, -2.49791, 2.61259], [1.52146, -1.76726, 3.69347], [-0.13324, 0.43493, 5.29857], [-1.29144, 3.13946, 5.08252], [-0.94956, 3.80383, 3.49399], [-2.53474, 3.11504, 3.89187], [-2.39903, 2.89012, 1.49348], [2.31970, 0.78219, -1.77719], [2.11294, 2.17779, -2.97216], [3.22560, 2.26406, -1.54388], [0.82340, 4.41077, -2.00486], [-1.20958, 5.76733, -0.65645], [-2.44248, 4.56615, -0.69766], [-1.78589, 5.10577, 0.84101], [-1.98236, -2.11978, -1.95695], [-3.19538, -2.77735, -0.84568], [-3.74155, -2.07398, -2.39446], [-5.16475, 0.04997, -1.43120], [-5.66869, 2.34995, -0.17795], [-4.68884, 2.72265, 1.22798], [-4.22612, 3.32294, -0.33568], [-0.50198, -4.76280, -1.61710], [0.58228, -5.29248, -0.99321], [0.85239, -6.64480, -1.13066], [1.95283, -7.22027, -0.52590], [2.78773, -6.43591, 0.28609], [2.49567, -5.10759, 0.47104], [1.40334, -4.53121, -0.15808], [1.19176, -3.01493, -0.01961], [0.02993, -2.55205, -0.13908], [2.28173, -2.33175, 0.31887], [1.89876, -1.00900, 0.63832], [2.74389, -0.35755, 1.32305], [4.15123, -1.20206, 1.96947], [4.65774, 0.13898, 3.08882], [3.44247, 0.96898, 3.40053], [2.54070, 1.30291, 1.88180], [-0.71361, -5.36714, -2.34690], [0.13250, -7.24598, -1.72053], [2.18146, -8.26127, -0.66857], [3.59194, -6.92385, 0.82296], [3.13893, -4.49403, 1.10222], [5.46671, 0.78657, 2.64812], [5.04357, -0.33661, 3.95795], [3.76526, 1.94363, 3.80190], [2.75229, 0.50438, 4.07868], [2.20813, 0.95446, -6.58668], [1.02915, 1.17631, -5.27174], [0.25185, 2.29799, -5.23664], [0.44788, 3.58710, -6.41527], [-0.76524, 2.33530, -4.24418], [-1.79730, 3.74326, -4.19137], [-1.02414, 1.35670, -3.26413], [-1.98785, 1.46506, -2.45372], [-0.04429, 0.22717, -3.22966], [-0.08402, -0.66381, -2.26653], [0.88912, 0.16682, -4.28181], [1.94699, -1.23011, -4.32515]],
  "forces_ev_per_a": [[-0.15, -0.56, -0.45], [0.31, 0.76, 0.28], [0.53, -0.81, -0.06], [0.26, 0.06, 0.96], [-0.53, 0.24, -0.12], [-0.39, 1.04, -0.06], [-0.06, -0.02, -0.14], [-0.28, 0.18, 0.33], [0.64, 0.70, 0.30], [0.00, -0.41, -0.42], [-0.50, -0.62, 0.32], [0.13, 0.87, -0.16], [-0.04, -0.92, -0.86], [0.13, 0.62, -0.42], [0.07, 0.18, -0.39], [-0.21, -0.08, 0.63], [-0.09, -0.59, -0.55], [-0.02, 0.42, 0.09], [0.38, -0.60, -0.15], [-1.07, 0.52, -0.14], [0.08, -0.36, -0.11], [-0.16, -0.49, 0.03], [0.45, 1.67, 0.16], [-0.20, -0.31, -0.29], [-0.22, 0.18, 0.21], [-0.09, 0.07, -0.28], [-0.20, 0.13, -0.52], [0.35, -0.38, 0.14], [-0.26, -0.84, 0.20], [0.71, -0.48, -0.27], [0.00, -0.04, 0.20], [-0.18, 0.68, -0.37], [0.27, -0.51, 1.23], [-0.24, 0.30, 0.13], [-0.08, -0.04, 0.37], [0.45, 0.29, -0.36], [-0.31, -0.18, -0.15], [0.20, -0.37, -0.20], [0.31, 0.01, -0.13], [0.07, -0.31, -0.01], [0.63, 0.01, 0.49], [-0.11, 0.09, 0.01], [-0.55, -0.25, -0.23], [-0.01, -0.16, 0.15], [-0.15, -0.35, 0.09], [0.16, -0.20, -0.38], [-0.02, 0.01, 0.57], [-0.41, -0.78, -0.52], [0.37, 0.58, 0.38], [-0.43, -1.17, -0.20], [0.23, 0.11, 0.20], [-0.05, 1.85, -0.53], [-0.59, -0.23, 0.26], [0.18, -0.16, 0.14], [-0.15, 0.65, 0.55], [0.10, -0.26, -0.88], [-0.28, -0.42, 0.18], [0.47, -0.09, 0.09], [0.48, 0.55, -1.23], [0.36, 1.08, -0.07], [-0.06, 0.04, -0.37], [-0.09, 0.34, 0.27], [0.60, 0.25, 0.27], [-0.07, -0.31, -0.02], [0.17, 0.14, -0.10], [-0.32, 0.02, -0.23], [-0.77, -0.66, 0.24], [0.40, -0.35, 0.87], [-0.29, -0.27, 0.00], [-0.18, -0.38, 0.52], [-0.36, 0.09, 0.46], [0.92, -0.62, -0.48], [-0.73, -0.08, 0.55], [-0.09, -0.32, 0.30], [0.45, 0.77, -0.81], [-0.13, 0.18, 0.04], [0.02, -0.31, 0.32], [0.64, -0.21, -0.16], [-0.11, -0.01, 0.14], [0.25, 0.70, -0.16], [-0.50, -0.02, 0.21], [-0.05, 0.16, 0.10]]
}

=====

| no. | molecular weight (g/mol) |
| --- | --- |
| 1 | 910.76 |
| 2 | 855.33 |